1.
# C60H164N8O26

A cluster of 18 separate species, C60H164N8O26 in total at a distorted geometry (wB97M-V/def2-TZVPD, the OMol25 dataset).

Calculated values
LUMO energy = 0.3 eV
total charge = 0
F_max = 0.0586 Eh/bohr
HOMO = -8.321 eV

Structure (XYZ):
```
258
C60H164N8O26, DFT wB97M-V/def2-TZVPD
C -0.69 6.67 -0.75
O -0.74 6.17 -2.11
C 0.45 5.48 -2.41
C 0.48 5.00 -3.81
N 0.29 6.03 -4.80
C -1.11 6.12 -5.27
C -1.34 7.05 -6.45
O -0.41 6.67 -7.55
C 0.28 7.82 -8.13
H -0.22 5.95 -0.03
H -1.71 6.87 -0.45
H -0.13 7.56 -0.78
H 0.69 4.67 -1.71
H 1.30 6.15 -2.21
H -0.40 4.27 -3.86
H 1.38 4.50 -4.04
H 0.78 5.83 -5.65
H -1.72 6.52 -4.45
H -1.53 5.13 -5.41
H -1.10 8.14 -6.26
H -2.36 7.06 -6.77
H 0.98 7.44 -8.83
H 0.74 8.38 -7.30
H -0.41 8.51 -8.70
C 5.13 -0.31 4.83
O 4.96 -1.44 5.63
C 4.66 -2.57 4.93
C 4.71 -3.80 5.81
N 3.59 -3.82 6.75
C 2.22 -4.12 6.30
C 1.92 -5.49 5.70
O 2.59 -5.83 4.43
C 1.63 -5.64 3.36
H 4.27 -0.09 4.22
H 5.95 -0.53 4.16
H 5.36 0.47 5.46
H 5.43 -2.79 4.14
H 3.66 -2.47 4.40
H 5.65 -3.89 6.35
H 4.69 -4.67 5.10
H 3.50 -2.93 7.22
H 1.86 -3.36 5.55
H 1.66 -4.11 7.24
H 0.83 -5.59 5.63
H 2.24 -6.23 6.45
H 2.26 -5.54 2.46
H 1.12 -4.66 3.47
H 0.89 -6.43 3.37
C -4.03 -3.43 1.02
O -4.82 -2.56 0.24
C -4.73 -1.23 0.81
C -5.77 -0.39 0.10
N -5.41 -0.01 -1.24
C -4.38 0.97 -1.33
C -4.70 2.13 -2.20
O -5.60 3.05 -1.47
C -6.20 3.95 -2.38
H -4.29 -4.48 0.82
H -4.21 -3.31 2.11
H -2.95 -3.35 0.77
H -3.74 -0.81 0.64
H -4.93 -1.29 1.87
H -5.99 0.46 0.80
H -6.74 -0.97 0.13
H -5.23 -0.79 -1.87
H -3.35 0.57 -1.43
H -4.26 1.41 -0.33
H -5.14 1.70 -3.12
H -3.82 2.68 -2.42
H -6.74 3.41 -3.24
H -5.43 4.65 -2.81
H -6.90 4.57 -1.81
C 5.93 -5.21 1.05
O 4.78 -4.63 0.48
C 4.22 -5.49 -0.46
C 3.43 -4.72 -1.42
N 4.32 -3.72 -1.99
C 3.72 -2.58 -2.68
C 4.82 -1.63 -3.14
O 5.11 -0.71 -2.09
C 6.14 0.17 -2.45
H 6.31 -4.49 1.77
H 6.69 -5.51 0.36
H 5.65 -6.16 1.61
H 3.54 -6.25 0.03
H 4.99 -6.08 -0.90
H 2.58 -4.26 -0.95
H 3.15 -5.29 -2.29
H 4.86 -3.30 -1.28
H 2.90 -2.08 -2.13
H 3.23 -2.93 -3.63
H 4.39 -1.11 -3.96
H 5.71 -2.25 -3.45
H 6.30 0.81 -1.61
H 6.07 0.71 -3.45
H 7.04 -0.47 -2.48
C -4.37 0.68 3.41
O -4.39 1.94 4.07
C -3.25 1.96 4.94
C -3.55 2.92 6.08
N -2.33 3.42 6.76
C -1.43 2.60 7.47
C -1.94 2.15 8.78
O -3.07 1.41 8.58
C -3.64 0.93 9.75
H -5.37 0.30 3.01
H -4.14 -0.13 4.04
H -3.50 0.66 2.64
H -2.40 2.27 4.34
H -3.02 0.97 5.36
H -4.27 2.44 6.81
H -3.97 3.85 5.78
H -2.52 4.28 7.21
H -0.42 3.08 7.62
H -1.27 1.76 6.81
H -2.14 3.12 9.27
H -1.16 1.68 9.47
H -4.00 1.73 10.42
H -2.88 0.33 10.32
H -4.46 0.24 9.56
C -2.28 1.89 -6.18
O -1.38 2.90 -6.68
C -0.61 2.42 -7.69
C 0.34 3.44 -8.21
N 1.45 3.73 -7.31
C 2.49 4.58 -7.86
C 3.71 4.40 -7.03
O 3.52 5.19 -5.87
C 4.25 4.82 -4.75
H -3.13 1.86 -6.86
H -2.51 2.25 -5.21
H -1.75 0.98 -5.97
H -1.25 2.19 -8.58
H -0.12 1.44 -7.41
H -0.20 4.34 -8.53
H 0.82 2.98 -9.05
H 1.07 4.14 -6.48
H 2.23 5.68 -7.78
H 2.56 4.36 -8.95
H 4.64 4.78 -7.49
H 3.96 3.37 -6.72
H 5.34 4.90 -4.91
H 4.00 3.81 -4.39
H 3.96 5.50 -3.93
C -2.23 -6.26 -3.91
O -3.07 -5.47 -3.15
C -4.36 -5.12 -3.65
C -5.02 -3.95 -2.89
N -4.67 -2.60 -3.29
C -3.26 -2.16 -3.12
C -2.91 -1.16 -4.14
O -2.73 -1.82 -5.41
C -1.39 -2.00 -5.63
H -1.97 -5.83 -4.91
H -2.71 -7.23 -4.10
H -1.29 -6.31 -3.34
H -5.04 -6.02 -3.55
H -4.39 -4.85 -4.80
H -4.92 -4.03 -1.79
H -6.09 -4.07 -3.10
H -4.95 -2.43 -4.26
H -2.57 -3.08 -3.03
H -3.10 -1.69 -2.16
H -2.02 -0.60 -3.83
H -3.70 -0.38 -4.29
H -0.83 -1.05 -5.56
H -1.24 -2.39 -6.62
H -0.86 -2.68 -4.85
C -0.95 2.53 -1.15
O 0.15 2.70 -0.25
C -0.30 2.86 1.09
C -0.69 1.56 1.80
N 0.49 0.77 2.18
C 0.27 -0.60 2.63
C 1.56 -1.37 2.81
O 2.25 -1.27 1.62
C 3.45 -2.02 1.40
H -1.67 3.34 -1.08
H -1.41 1.58 -0.91
H -0.47 2.42 -2.16
H -1.18 3.60 1.04
H 0.42 3.33 1.68
H -1.38 0.94 1.14
H -1.26 1.88 2.66
H 1.13 0.75 1.40
H -0.39 -1.10 1.97
H -0.28 -0.54 3.55
H 1.31 -2.39 3.05
H 2.15 -0.91 3.57
H 3.84 -2.08 0.40
H 3.37 -3.11 1.73
H 4.25 -1.54 1.96
O 2.13 5.05 3.07
H 2.04 4.20 3.55
H 2.75 4.83 2.36
O -0.59 4.22 4.79
H -1.38 4.25 5.40
H -0.38 5.14 4.64
O 1.54 2.47 4.35
H 1.30 1.81 3.66
H 0.81 3.08 4.65
O -3.80 3.44 1.17
H -4.01 3.33 2.13
H -4.54 3.10 0.62
C -0.65 -8.79 0.65
C 0.12 -9.11 -0.64
O -0.59 -8.56 -1.72
H -0.50 -7.74 0.92
H -0.33 -9.33 1.52
H -1.69 -8.97 0.43
H 0.11 -10.15 -0.90
H 1.19 -8.83 -0.52
H -0.70 -7.61 -1.46
C -0.46 -2.64 -0.37
C -0.19 -1.43 -1.16
O 0.51 -1.78 -2.36
H -1.07 -2.47 0.50
H 0.42 -3.10 0.06
H -1.01 -3.39 -0.94
H 0.46 -0.75 -0.58
H -1.14 -0.88 -1.40
H 0.12 -2.61 -2.69
C 2.51 0.77 -5.28
C 1.39 1.46 -4.48
O 0.41 0.54 -4.15
H 3.40 1.42 -5.47
H 2.08 0.40 -6.21
H 2.93 -0.09 -4.76
H 0.87 2.18 -5.09
H 1.71 2.06 -3.62
H 0.71 -0.24 -3.59
C 2.06 0.67 7.37
C 1.30 0.10 6.22
O 0.45 -0.94 6.65
H 1.42 0.93 8.19
H 2.68 1.46 7.02
H 2.74 -0.11 7.79
H 1.98 -0.28 5.50
H 0.73 0.87 5.73
H 0.92 -1.66 7.07
C -2.47 -4.12 5.12
C -2.82 -2.65 5.44
O -1.66 -1.82 5.12
H -1.68 -4.46 5.74
H -2.19 -4.36 4.09
H -3.28 -4.79 5.35
H -3.10 -2.62 6.49
H -3.64 -2.27 4.79
H -1.26 -1.46 5.89
C 4.39 1.05 0.80
C 3.45 1.99 0.09
O 3.09 3.03 0.93
H 4.70 0.24 0.11
H 3.81 0.60 1.62
H 5.25 1.63 1.10
H 2.58 1.46 -0.35
H 4.00 2.33 -0.79
H 2.28 3.36 0.60
```

2.
# C60H40O32

A cluster of 10 separate species, C60H40O32 in total at a distorted geometry (wB97M-V/def2-TZVPD, the OMol25 dataset).

Calculated values
LUMO energy = -2.0 eV
total charge = 0
F_max = 0.0981 Eh/bohr
HOMO = -9.368 eV
SMILES = O=C1C=C(O)C(=O)C=C1O.O=C1C=C(O)C(=O)C=C1O.O=C1C=C(O)C(=O)C=C1O.O=C1C=C(O)C(=O)C=C1O.O=C1C=C(O)C(=O)C=C1O.O=C1C=C(O)C(=O)C=C1O.O=C1C=CC(=O)C=C1.O=C1C=CC(=O)C=C1.O=C1C=CC(=O)C=C1.O=C1C=CC(=O)C=C1

Structure (XYZ):
```
132
C60H40O32, DFT wB97M-V/def2-TZVPD
C -4.58 -0.15 0.93
C -3.68 -1.01 0.53
C -3.10 -2.07 1.50
O -2.48 -2.98 0.97
C -3.46 -2.12 2.89
C -4.35 -1.21 3.31
C -4.92 -0.18 2.29
O -5.72 0.61 2.75
O -4.65 -1.04 4.56
O -3.21 -1.20 -0.69
H -5.21 0.37 0.19
H -3.00 -2.94 3.46
H -5.17 -0.24 4.77
H -2.64 -2.00 -0.63
C 6.65 0.07 -4.57
C 7.30 -0.75 -3.70
C 6.51 -1.49 -2.64
O 7.05 -1.93 -1.67
C 5.05 -1.72 -2.85
C 4.48 -1.09 -3.86
C 5.25 -0.03 -4.74
O 4.63 0.53 -5.62
O 3.18 -1.07 -4.24
O 8.63 -0.80 -3.60
H 7.26 0.75 -5.16
H 4.67 -2.36 -2.04
H 3.22 -0.55 -5.09
H 8.89 -1.43 -2.91
C -1.00 4.42 -0.22
C -2.00 3.67 -0.63
C -2.72 3.94 -1.91
O -3.74 3.33 -2.24
C -2.19 4.82 -2.84
C -1.25 5.62 -2.39
C -0.49 5.46 -1.08
O 0.44 6.22 -0.84
O -0.78 6.57 -3.21
O -2.50 2.67 0.15
H -0.65 4.32 0.81
H -2.60 4.96 -3.83
H -0.10 7.03 -2.67
H -3.30 2.28 -0.28
C 1.46 1.71 0.17
C 0.48 1.45 1.08
C -0.25 0.18 0.97
O -1.29 -0.04 1.56
C 0.10 -0.79 -0.09
C 1.00 -0.52 -1.03
C 1.74 0.84 -0.97
O 2.47 1.13 -1.93
O 1.20 -1.37 -2.02
O 0.10 2.30 2.03
H 1.95 2.69 0.23
H -0.46 -1.72 -0.07
H 1.77 -0.93 -2.70
H -0.77 2.06 2.50
C 5.08 2.62 0.15
C 4.78 1.70 1.08
C 4.25 2.02 2.46
O 4.10 1.10 3.25
C 3.85 3.35 2.77
C 4.11 4.33 1.85
C 4.84 3.96 0.56
O 5.04 4.95 -0.14
O 3.78 5.61 1.99
O 4.87 0.40 0.73
H 5.31 2.33 -0.88
H 3.23 3.48 3.68
H 4.11 5.91 1.02
H 4.79 -0.16 1.49
C -3.36 -4.54 -2.17
C -4.00 -5.22 -3.12
C -3.32 -5.47 -4.46
O -3.75 -6.40 -5.17
C -2.09 -4.83 -4.83
C -1.48 -4.07 -3.91
C -2.19 -3.86 -2.58
O -1.68 -3.00 -1.88
O -0.31 -3.42 -4.03
O -5.13 -5.87 -2.98
H -3.91 -4.38 -1.21
H -1.67 -5.12 -5.82
H -0.05 -3.01 -3.18
H -5.41 -6.37 -3.75
C -1.56 -0.35 -4.97
C -1.72 0.10 -3.75
C -0.90 1.24 -3.33
O -0.98 1.65 -2.15
C 0.21 1.70 -4.21
C 0.21 1.29 -5.48
C -0.68 0.17 -5.88
O -0.50 -0.30 -7.00
H -2.12 -1.23 -5.28
H -2.41 -0.30 -3.03
H 0.88 2.45 -3.78
H 0.98 1.59 -6.17
C -4.87 2.85 5.70
C -3.69 2.32 5.47
C -2.94 2.65 4.18
O -1.97 2.01 3.84
C -3.54 3.71 3.38
C -4.72 4.30 3.67
C -5.47 3.79 4.77
O -6.63 4.12 4.92
H -5.48 2.57 6.63
H -3.15 1.64 6.14
H -2.92 4.10 2.56
H -5.22 5.08 3.11
C -0.91 -5.70 1.99
C -0.98 -6.11 0.71
C -0.24 -5.41 -0.39
O -0.19 -5.82 -1.51
C 0.38 -4.18 -0.03
C 0.58 -3.83 1.24
C -0.15 -4.46 2.36
O 0.04 -4.14 3.50
H -1.40 -6.20 2.80
H -1.49 -7.02 0.51
H 0.82 -3.67 -0.85
H 1.26 -3.01 1.59
C 3.11 -1.23 6.23
C 3.17 -1.26 4.90
C 2.12 -0.77 3.99
O 2.26 -0.83 2.80
C 0.93 -0.19 4.62
C 0.85 -0.07 5.97
C 2.02 -0.46 6.90
O 2.10 -0.20 8.09
H 3.91 -1.64 6.83
H 3.97 -1.82 4.43
H 0.06 0.10 3.97
H -0.03 0.39 6.44
```